119
Properties=species:S:1:pos:R:3:forces:R:3 method="wB97M-V/def2-TZVPD" de_lowest_kj_mol=31.9 total_charge=-2 lumo_energy_ev=3.7 homo_energy_ev=-1.00
Ca -1.450853 -0.457455 -0.906102 2.9 -0.5 -0.9
C -3.881815 0.388393 -4.570285 0.1 0.0 0.4
C -3.470482 0.473235 -3.094420 -0.5 0.2 -0.8
O -2.609683 -0.358724 -2.697523 -0.6 0.0 -0.9
C -4.081633 1.447446 -2.328924 -0.2 0.1 -0.4
C -3.854554 1.667046 -0.954093 -0.2 0.3 0.7
C -4.628920 2.771376 -0.268473 0.1 -0.2 -0.1
N -3.005298 0.968518 -0.263544 -0.5 0.6 -0.5
N -2.941359 1.247148 1.070365 -0.4 0.4 1.2
C -1.869046 0.778977 1.657755 -0.6 0.6 -0.4
O -0.877546 0.221243 1.097793 0.2 -0.2 0.8
C -1.879049 0.975418 3.130816 0.2 0.0 0.4
C -2.816798 1.796354 3.759508 0.0 0.0 -0.1
C -2.788473 1.966408 5.128617 0.0 0.1 0.2
C -1.831874 1.319874 5.896494 0.1 -0.1 0.2
C -0.913151 0.484793 5.281009 0.1 0.0 0.3
C -0.933142 0.314176 3.910846 0.0 0.1 -0.3
H -2.992950 0.289545 -5.193742 0.1 -0.1 0.0
H -4.437244 1.271825 -4.882551 0.0 0.0 0.0
H -4.508354 -0.492542 -4.720705 0.0 -0.1 0.0
H -4.803473 2.096581 -2.807240 0.0 0.0 -0.1
H -5.278201 3.297422 -0.963719 0.0 0.0 -0.1
H -3.930338 3.477144 0.177733 0.0 0.1 0.1
H -5.219779 2.348021 0.542354 0.0 0.0 0.1
H -3.561558 2.288994 3.151302 0.0 0.0 -0.1
H -3.514443 2.606192 5.616264 0.0 0.0 0.0
H -1.805754 1.459416 6.970017 0.0 0.0 0.0
H -0.182456 -0.039269 5.882055 0.1 0.0 0.0
H -0.225012 -0.330499 3.411018 0.1 0.0 -0.1
C 2.375762 1.090991 -2.549933 -0.1 0.6 0.2
C 2.461219 -0.288526 -2.777671 -0.1 -0.6 -0.1
C 1.218918 -0.694724 -3.368692 0.4 -0.3 0.1
C 0.404780 0.445122 -3.402516 -0.1 0.6 -0.1
C 1.115806 1.558333 -2.925897 -0.3 0.0 0.0
C 0.640079 2.983252 -3.062823 0.0 0.1 -0.2
C 0.987001 3.468138 -4.484435 -0.1 0.0 0.2
C 1.291678 3.909267 -2.034751 -0.1 -0.2 -0.1
C -0.879929 3.064196 -2.889507 0.3 0.0 0.0
C 0.739451 -1.981219 -4.032339 0.0 -0.2 -0.1
C -0.440750 -1.686375 -4.978323 0.1 -0.1 0.1
C 0.202238 -2.981386 -2.999006 0.1 0.0 -0.2
C 1.812867 -2.618824 -4.929883 -0.1 0.0 0.2
C 3.696437 -1.059824 -2.337016 0.2 -0.1 -0.1
C 4.733894 -1.141985 -3.473147 -0.1 0.0 0.1
C 4.358679 -0.335625 -1.149217 0.0 0.0 -0.1
C 3.386688 -2.472275 -1.826298 0.0 0.1 -0.1
H 3.142586 1.708873 -2.113130 0.2 0.1 0.1
H -0.562641 0.509858 -3.861968 -0.2 -0.1 -0.1
H 2.059147 3.400301 -4.661529 0.1 0.0 0.0
H 0.670083 4.502545 -4.635865 -0.1 0.2 -0.1
H 0.485405 2.834072 -5.213062 0.0 0.0 -0.1
H 2.362678 3.991529 -2.202982 0.2 0.0 0.0
H 1.133322 3.507035 -1.036334 0.0 0.1 0.1
H 0.854864 4.908735 -2.090359 0.0 0.1 0.0
H -1.388992 2.464912 -3.639542 -0.1 0.0 -0.1
H -1.222486 4.097826 -2.987689 -0.1 0.1 0.0
H -1.162956 2.679748 -1.910850 -0.1 0.0 0.1
H -1.310127 -1.375931 -4.407278 -0.2 0.1 0.0
H -0.704717 -2.591737 -5.531548 0.0 -0.1 0.0
H -0.175943 -0.912793 -5.699008 0.0 0.1 0.0
H -0.580938 -2.486834 -2.422585 -0.1 -0.2 0.0
H 0.963814 -3.319048 -2.305383 0.0 0.0 0.1
H -0.224565 -3.858145 -3.491399 -0.1 -0.1 0.0
H 2.150619 -1.885143 -5.660980 0.1 0.1 -0.1
H 1.398264 -3.475519 -5.466305 -0.1 -0.1 0.0
H 2.674632 -2.963407 -4.373234 0.1 0.0 0.0
H 4.948796 -0.142946 -3.847448 0.0 0.1 0.0
H 4.356313 -1.731261 -4.303400 0.0 -0.1 -0.1
H 5.667865 -1.591458 -3.125801 0.1 -0.1 0.1
H 4.878884 0.567559 -1.461734 0.1 0.1 -0.1
H 5.084913 -0.996864 -0.667734 0.1 0.0 0.0
H 3.605053 -0.055435 -0.420794 0.0 0.1 0.1
H 3.022413 -3.141220 -2.595195 -0.1 0.0 -0.1
H 2.630835 -2.412860 -1.050463 -0.1 -0.1 0.1
H 4.284240 -2.934589 -1.407574 0.2 0.0 0.1
O -4.887591 -3.121587 -0.296479 0.2 0.3 0.0
C -4.394414 -4.219390 0.287239 0.2 -0.2 0.1
C -5.277763 -5.206150 0.736315 -0.1 0.1 -0.1
C -4.802876 -6.347361 1.351628 -0.1 0.0 0.0
C -3.439321 -6.543209 1.516783 0.1 -0.2 0.1
C -2.556888 -5.576593 1.075698 -0.1 0.0 0.0
C -3.012703 -4.407880 0.478791 -0.3 0.1 -0.1
C -2.072585 -3.307217 0.137985 0.8 -0.4 0.5
O -2.519843 -2.261943 -0.428012 -0.9 -0.5 0.0
N -0.848040 -3.500757 0.551313 -0.4 -0.9 0.2
N 0.011627 -2.453671 0.411178 -0.2 1.0 -0.7
C 1.011109 -2.586568 1.166991 -0.1 -1.0 0.5
S 1.138811 -4.118215 2.124224 0.5 0.3 0.0
C 2.757615 -3.659516 2.865573 -0.5 -0.1 0.0
C 3.473663 -2.725092 1.919424 -0.3 0.4 -0.3
S 2.263527 -1.427722 1.438998 0.4 -0.1 0.3
H -4.084276 -2.530257 -0.480994 -0.4 -0.3 0.0
H -6.337596 -5.041619 0.598308 -0.1 0.0 0.0
H -5.501927 -7.089072 1.715819 -0.1 -0.1 0.0
H -3.068161 -7.436324 2.002307 0.0 0.0 0.0
H -1.491802 -5.691778 1.197470 0.1 0.0 0.1
H 3.316802 -4.577530 3.047258 0.0 0.0 0.0
H 2.558950 -3.166197 3.816958 0.1 0.0 0.1
H 3.805393 -3.237824 1.015714 0.0 0.0 0.0
H 4.321896 -2.227330 2.386289 0.0 0.1 0.0
C 3.505983 1.673677 3.956713 0.3 -0.2 0.0
N 2.427592 2.613078 3.974694 -0.5 0.1 -0.2
C 1.506322 2.757604 2.961136 0.1 0.1 -0.7
Se 1.512457 1.973795 1.353792 0.1 0.2 0.0
N 0.620502 3.720250 3.379953 0.1 -0.3 0.0
C 0.969393 4.183336 4.616992 0.0 0.3 0.6
C 0.413325 5.147130 5.441750 0.3 -0.3 0.0
C 1.066370 5.403620 6.649147 -0.3 0.1 -0.2
C 2.214319 4.724519 7.012289 0.3 -0.2 0.1
C 2.772649 3.740677 6.193141 -0.3 0.1 -0.2
C 2.131869 3.484405 4.989433 0.0 0.3 0.7
H 3.452007 1.133179 3.010963 0.0 0.0 0.1
H 3.417213 0.968335 4.787455 0.0 0.0 0.0
H 4.467903 2.189336 4.028801 0.0 0.0 0.0
H -0.217889 3.936372 2.868953 0.0 -0.1 -0.1
H -0.488823 5.667618 5.164659 -0.1 0.1 0.0
H 0.656356 6.151415 7.313520 0.0 0.0 0.1
H 2.693565 4.955947 7.955196 0.0 0.0 0.0
H 3.662340 3.203112 6.484635 0.1 0.0 0.0